Entry 1:
The following is a DFT calculation (ωB97M-V/def2-TZVPD) of 2 unconnected molecules or ions with the total composition C7H12N2 in a non-equilibrium geometry.

## Properties
Net charge   0
LUMO level   -0.27 eV
Largest force on an atom   3.2 eV/Å
Orbital gap   7.439 eV

XYZ file:
```
21
Properties=species:S:1:pos:R:3:mulliken_charge:R:1
C 1.262 0.128 1.157 -1.2790
C 0.374 1.197 0.586 0.8522
C -1.107 1.212 1.100 -0.3063
C 0.891 2.323 0.076 -0.9393
N -1.782 0.216 1.393 -0.8286
H -1.442 -0.899 0.913 0.4404
H -1.499 2.231 1.167 0.3622
H 0.752 -0.831 1.183 0.2729
H 2.178 0.026 0.578 0.3400
H 1.519 0.381 2.188 0.3462
H 0.259 3.127 -0.276 0.3252
H 1.951 2.435 -0.098 0.2801
C -0.372 -2.214 -0.853 -0.0442
C 0.197 -1.105 -1.549 -0.1617
C -0.335 0.147 -1.566 -0.8330
N -1.153 -2.108 0.171 -0.4092
H -1.539 -2.980 0.521 0.1738
H -0.031 -3.197 -1.192 0.3421
H 1.129 -1.300 -2.064 0.3503
H 0.100 0.911 -2.190 0.3159
H -1.353 0.298 -1.246 0.4000
```


Entry 2:
The following is a DFT calculation (ωB97M-V/def2-TZVPD) of a molecular structure, C20H18N4O2 in a non-equilibrium geometry.

## Properties
Net charge   0
LUMO level   -0.69 eV
Largest force on an atom   15.2 eV/Å
Orbital gap   7.020 eV

XYZ file:
```
44
Properties=species:S:1:pos:R:3:mulliken_charge:R:1
N -3.521 4.710 7.013 -0.5892
C -3.008 4.036 6.072 0.3185
C -1.905 3.352 6.262 -0.1374
C -1.230 2.491 5.257 -0.3022
C -1.774 2.428 3.995 0.8046
C -2.997 2.860 3.788 -0.7709
C -3.452 3.613 4.778 -0.3175
H -4.592 4.351 4.461 -0.0667
H -3.654 2.800 2.756 0.1485
N -1.398 1.424 3.043 -0.0590
C -0.404 0.608 2.855 0.6173
O 0.557 0.753 3.626 -0.7326
C 0.064 0.096 1.671 0.5536
C -1.217 -0.746 1.036 -0.6095
C -0.909 -1.286 -0.222 -0.7336
C 0.444 -1.584 -0.690 0.6394
C 1.578 -0.842 0.064 -0.8416
C 1.284 -0.253 1.176 -1.0830
H 1.879 0.333 1.724 0.5767
H 2.429 -1.085 -0.374 0.8004
C 0.535 -2.147 -2.076 0.4412
O -0.189 -3.374 -2.303 -0.7612
N 1.393 -1.765 -2.803 -0.1127
C 1.888 -2.278 -4.055 0.2408
C 2.617 -1.153 -4.926 -1.0008
C 3.188 -1.606 -5.965 -0.2651
C 2.917 -2.727 -6.601 0.7374
C 1.655 -3.584 -5.987 -0.6791
C 1.473 -3.352 -4.699 -0.0775
H 0.708 -3.880 -4.111 0.4303
H 1.321 -4.456 -6.478 0.3180
N 3.242 -3.078 -7.973 -0.4645
H 3.604 -2.472 -8.421 0.1027
H 2.776 -3.777 -8.403 0.1561
H 4.034 -1.022 -6.548 0.1506
H 3.006 -0.484 -4.282 0.3733
H 1.906 -0.687 -2.544 0.3571
H -1.688 -2.131 -0.527 0.2114
H -2.163 -0.713 1.422 0.5429
H -2.094 1.148 2.125 0.1599
H -0.236 1.851 5.568 0.1656
H -1.214 3.153 7.091 0.2159
H -2.806 5.040 7.580 0.2641
H -4.048 5.433 6.627 0.2779
```